Entry from the OMol25 dataset: C4H6F2 in the gas phase in a non-equilibrium geometry (ωB97M-V/def2-TZVPD).

Atoms and positions in Å:
C 0.216 0.466 0.958
C 0.200 -0.982 0.423
C -0.283 -0.518 -1.000
C -0.290 0.926 -0.442
H -0.496 0.663 1.838
H 1.279 -1.240 0.335
H -0.410 -1.691 1.074
H -1.266 -0.882 -1.430
H 0.556 -0.650 -1.704
H 0.501 1.543 -0.917
F 1.548 0.935 1.189
F -1.555 1.429 -0.325

Values from the calculation:
**Frontier orbital gap**: 11.939 eV
**Structure (SMILES)**: F[C@@H]1CC[C@H]1F
**Molecular weight**: 92.1 g/mol
**DFT total energy**: -9678.8782 eV
**Energy above the lowest of the compared OMol25 structures with the same formula, charge and spin**: 20.4 kcal/mol
**HOMO energy**: -10.748 eV